Entry 1:
# C42H41NO2P2S2Ti

A structure of composition C42H41NO2P2S2Ti at a distorted geometry (wB97M-V/def2-TZVPD, the OMol25 dataset).

Geometry as XYZ:
```
91
Properties=species:S:1:pos:R:3:forces:R:3:mulliken_spin:R:1
Ti 0.0516 -0.0410 0.2054 2.5 -1.3 0.4 1.388
C -2.1036 -0.1131 0.9590 -1.1 -0.2 -0.8 0.240
C -2.0346 -0.4329 -0.4138 -0.9 0.0 0.7 0.046
C -2.5102 0.4772 -1.5297 0.0 0.4 -0.6 0.061
C -1.4026 1.3465 -2.2141 -0.8 -0.2 -0.6 0.016
C -0.2141 1.6283 -1.3443 0.0 1.3 1.0 0.176
C -0.3180 2.0296 0.0027 0.0 0.8 -1.2 -0.024
C -1.6086 2.3965 0.6734 -0.7 0.4 0.3 0.039
C -2.2822 1.2716 1.5176 -0.1 0.7 0.2 -0.017
C 2.0427 0.5054 -0.2600 0.2 -0.5 0.4 -0.022
H -2.3453 -0.9230 1.6557 0.6 0.2 -0.2 0.029
H -1.9926 -1.5000 -0.6639 -0.1 0.2 0.2 -0.003
H -3.3179 1.1377 -1.1737 0.3 -0.3 0.1 -0.006
H -2.9802 -0.1459 -2.3108 0.2 0.2 0.3 0.011
H -1.0864 0.8487 -3.1571 0.0 0.3 0.7 -0.020
H -1.8770 2.2925 -2.5501 0.3 -0.3 0.1 0.005
H 0.7232 1.7992 -1.8820 -0.3 -0.4 0.4 0.007
H 0.6100 2.2287 0.5632 -0.4 0.3 -0.4 0.014
H -2.3139 2.7761 -0.0797 0.1 -0.2 0.2 -0.006
H -1.4032 3.2474 1.3429 -0.1 -0.3 -0.2 0.011
H -1.8837 1.3034 2.5502 0.0 -0.1 -0.4 -0.010
H -3.3493 1.5377 1.6391 0.2 -0.2 -0.1 0.020
H 2.3819 0.2947 0.7856 0.4 0.2 -1.3 -0.001
H 2.2913 1.5292 -0.5747 0.2 -0.6 0.0 0.001
H 2.3839 -0.2796 -0.9598 0.3 0.4 0.1 -0.005
P 0.1287 -2.3323 -9.4321 0.5 -0.6 0.0 0.000
P 2.1243 0.4207 -9.7070 0.6 0.0 0.1 0.000
C -0.4104 -0.7354 -10.1103 0.1 1.2 0.1 0.000
C 0.3525 0.3865 -10.0949 -1.0 -0.7 -0.4 0.000
C -0.7562 -3.5148 -10.5266 -0.1 -0.1 -0.3 0.000
C -1.9400 -3.1790 -11.2086 0.2 -0.5 -0.1 0.000
C -2.5762 -4.1305 -12.0135 0.1 0.1 0.0 0.000
C -2.0483 -5.4172 -12.1480 0.3 0.1 0.2 0.000
C -0.8619 -5.7515 -11.4760 -0.2 0.1 0.0 0.000
C -0.2036 -4.8040 -10.6825 -0.5 0.2 -0.1 0.000
C -0.8697 -2.4500 -7.8836 -0.1 0.2 0.1 0.000
C -0.4788 -1.5993 -6.8276 -0.5 -0.3 0.0 0.000
C -1.2184 -1.5870 -5.6403 0.0 -0.2 -0.2 -0.001
C -2.3478 -2.4096 -5.5027 0.2 0.1 -0.1 0.000
C -2.7085 -3.2760 -6.5402 0.2 -0.1 0.1 0.000
C -1.9445 -3.3398 -7.7104 0.1 0.4 0.1 0.000
C 2.7274 1.2349 -11.2663 0.0 -0.1 -0.2 0.000
C 2.7129 0.4277 -12.4230 0.0 0.5 0.0 0.000
C 3.0775 0.9720 -13.6583 0.0 0.1 0.3 0.000
C 3.4667 2.3167 -13.7521 -0.1 -0.2 0.2 0.000
C 3.5084 3.1070 -12.5996 0.2 -0.2 0.1 0.000
C 3.1857 2.5619 -11.3495 -0.2 -0.2 -0.2 0.000
C 2.1991 1.8397 -8.5519 -0.1 0.0 0.3 0.000
C 3.3166 1.9137 -7.6975 -0.4 0.4 -0.1 0.000
C 3.4450 2.9987 -6.8233 -0.2 0.1 0.0 0.000
C 2.4592 3.9972 -6.7829 0.2 -0.2 -0.1 0.000
C 1.3463 3.9065 -7.6236 -0.1 -0.1 0.0 0.000
C 1.1929 2.8182 -8.4884 0.5 0.1 0.3 0.000
H -1.4322 -0.6635 -10.5082 0.4 0.2 0.3 0.000
H -0.0968 1.3371 -10.4200 0.1 -0.5 -0.2 0.000
H -2.3691 -2.1764 -11.1214 0.1 -0.5 0.0 0.000
H -3.4922 -3.8517 -12.5404 0.3 -0.1 0.1 0.000
H -2.5547 -6.1560 -12.7801 0.2 0.3 0.3 0.000
H -0.4509 -6.7586 -11.5747 -0.1 0.3 0.0 0.000
H 0.7361 -5.0591 -10.1758 -0.4 0.1 -0.2 0.000
H 0.4003 -0.9544 -6.9505 -0.4 -0.2 0.1 0.000
H -0.9060 -0.9388 -4.8201 -0.1 -0.2 -0.2 -0.001
H -2.9326 -2.3836 -4.5761 0.2 0.0 -0.4 0.000
H -3.5820 -3.9256 -6.4365 0.3 0.2 0.0 0.000
H -2.1888 -4.0795 -8.4843 0.0 0.5 0.3 0.000
H 2.4016 -0.6211 -12.3432 0.1 0.4 -0.1 0.000
H 3.0597 0.3413 -14.5473 0.0 0.2 0.2 0.000
H 3.7517 2.7379 -14.7226 -0.2 -0.2 0.4 0.000
H 3.8123 4.1553 -12.6630 0.0 -0.4 0.0 0.000
H 3.2864 3.1741 -10.4441 -0.2 -0.3 -0.4 0.000
H 4.0784 1.1245 -7.7275 -0.3 0.4 0.0 0.000
H 4.3186 3.0680 -6.1712 -0.3 0.0 -0.2 0.000
H 2.5571 4.8403 -6.0898 0.0 -0.3 -0.3 0.000
H 0.5759 4.6812 -7.6080 0.3 -0.2 0.1 0.000
H 0.2924 2.7298 -9.1035 0.5 0.2 0.3 0.000
O 1.0690 2.0924 3.9704 0.4 -0.7 -0.2 0.000
S 1.5359 0.7257 3.9245 -1.0 -0.4 0.2 0.008
O 2.8869 0.4225 4.3467 -1.1 0.2 -0.9 0.001
N 1.0892 0.0446 2.4444 0.3 -1.3 0.2 0.012
C 0.4508 -1.1349 2.5768 1.0 1.1 -1.2 0.015
S 0.3967 -2.2219 1.2162 -0.2 -0.2 1.2 0.000
C -0.1897 -1.2702 3.8851 -1.0 -0.1 1.5 0.018
C -1.3750 -1.9360 4.2647 0.3 -0.1 -0.2 0.001
C -2.0345 -1.6182 5.4609 0.9 0.3 0.1 0.001
C -1.4549 -0.6808 6.3186 0.6 0.3 0.0 -0.001
C -0.2578 -0.0143 5.9610 -0.1 -0.3 0.3 0.001
C 0.3523 -0.3280 4.7599 -0.9 0.4 0.6 -0.003
H -1.8230 -2.6951 3.6333 0.2 0.1 -0.2 0.000
H -2.9739 -2.0964 5.7466 0.4 0.1 -0.2 0.000
H -1.9081 -0.4531 7.2866 0.0 0.0 -0.4 0.000
H 0.1907 0.7634 6.5903 -0.4 -0.4 -0.1 0.000
```
Positions in Å, forces in eV/Å.

expectation value of S² = 2.009
lowest unoccupied orbital energy (spin up / spin down) = -0.794 / -0.989 eV
charge = 0
HOMO (spin up / spin down) = -7.50 / -7.94 eV
2S+1 = 3
E_tot = -4158.64616 Eh

Entry 2:
# C42H42As2F4N9O9PtS

A structure of composition C42H42As2F4N9O9PtS at a distorted geometry (wB97M-V/def2-TZVPD, the OMol25 dataset).

Geometry as XYZ:
```
110
Properties=species:S:1:pos:R:3:forces:R:3:lowdin_charge:R:1
Pt -1.0944 -0.0887 -0.5221 0.0 -0.2 -0.7 0.707
C -5.2536 -2.1542 -3.8627 0.0 0.2 0.0 -0.080
C -4.9859 -0.6518 -3.8659 0.0 -0.4 0.0 -0.245
N -4.9205 -0.0909 -2.5201 -0.2 -0.1 0.0 0.022
C -3.8674 -0.1045 -1.7229 1.0 -0.2 0.1 -0.694
S -2.3628 -0.8551 -2.2841 0.2 0.2 0.1 0.595
N -3.9545 0.4569 -0.5383 -1.5 0.4 0.1 0.012
N -2.8545 0.5413 0.1871 1.0 -0.4 -0.1 -0.165
C -2.8362 1.2681 1.2656 -0.4 0.0 -0.3 -0.240
C -4.0747 1.9309 1.7501 0.0 0.1 0.0 0.009
C -1.5571 1.3133 1.9581 0.5 -0.3 0.1 -0.182
C -1.2942 2.0694 3.0922 -0.1 0.1 0.0 0.046
C -0.0417 2.0069 3.6706 0.0 0.2 0.0 0.004
C 0.8953 1.1042 3.1976 0.1 -0.1 -0.3 -0.004
C 0.5542 0.3074 2.1175 -0.4 0.8 0.5 -0.282
N -0.5962 0.5020 1.4452 0.8 -0.3 0.0 0.017
H -5.3565 -2.4980 -4.8910 0.0 -0.1 0.0 0.084
H -6.1739 -2.3897 -3.3295 0.0 0.0 0.0 0.082
H -4.4287 -2.6869 -3.3900 0.0 -0.1 0.0 0.049
H -5.7791 -0.1260 -4.3931 0.1 0.1 0.0 0.127
H -4.0394 -0.4494 -4.3683 -0.1 0.1 0.0 0.093
H -5.7738 0.2748 -2.1209 0.1 0.1 0.0 0.162
H -4.5949 2.4099 0.9219 0.1 0.0 0.0 0.096
H -3.8720 2.6613 2.5269 0.0 0.0 0.0 0.078
H -4.7605 1.1784 2.1475 0.0 0.0 0.0 0.107
H -2.0549 2.7038 3.5205 0.0 0.0 -0.1 0.126
H 0.1816 2.6148 4.5364 0.0 0.0 0.0 0.136
H 1.8417 0.9719 3.7017 0.0 -0.1 0.0 0.130
H 2.1900 -0.6591 1.1557 -0.3 0.0 -0.2 0.119
C 2.4750 4.1519 0.2987 0.2 0.1 0.2 -0.004
O 1.1412 3.7943 -0.0905 0.1 0.2 0.1 0.022
C 0.8002 2.8861 -0.9791 -0.5 -0.1 -0.2 -0.549
O -0.3804 2.6068 -1.0807 0.1 0.1 -0.1 0.011
C 1.7828 2.1219 -1.8101 0.2 0.0 -0.1 -0.238
C 2.8087 2.6456 -2.4938 0.0 -0.2 0.0 -0.251
As 4.4352 1.7324 -3.2843 0.7 0.1 -0.4 1.425
C 3.9416 1.7899 -5.1758 -0.2 -0.2 -0.1 -0.271
C 3.7018 0.0604 -2.5426 -0.1 -0.5 -1.5 -0.308
C 2.5492 -0.4047 -3.0979 0.0 0.0 1.7 -0.254
As 0.9641 0.3039 -2.1803 -1.0 0.1 0.7 1.254
C -0.0195 0.9137 -3.7530 0.2 -0.1 -0.3 -0.274
C 2.5207 -1.0267 -4.4319 0.1 0.6 -1.2 -0.547
O 3.5006 -1.1161 -5.1251 -0.1 -0.3 0.1 0.128
O 1.3166 -1.5045 -4.7654 0.2 0.0 0.3 -0.079
C 1.2712 -2.1648 -6.0481 0.1 -0.1 -0.2 0.000
C 3.9234 -0.0539 -1.1089 -1.1 0.5 0.9 -0.558
O 3.1461 -0.6807 -0.3861 0.3 -0.2 0.2 -0.021
O 4.9816 0.5731 -0.6635 0.2 0.0 -0.1 -0.038
C 5.2621 0.5189 0.7436 0.0 0.0 0.1 0.012
C 3.1977 4.1051 -2.5318 0.2 -0.3 0.2 -0.593
O 4.2355 4.4173 -2.0105 -0.1 0.2 -0.2 0.102
O 2.4393 4.9765 -3.1732 0.0 0.2 0.1 0.027
C 1.3321 4.5657 -3.9852 -0.2 -0.1 -0.1 -0.003
H 2.7975 5.0438 -0.2324 -0.1 -0.1 0.0 0.102
H 3.1843 3.3433 0.1286 0.0 0.0 0.0 0.090
H 2.4187 4.3921 1.3573 0.0 -0.1 0.0 0.105
H 4.2102 2.7713 -5.5671 0.0 0.1 0.2 0.045
H 2.8878 1.5958 -5.3635 0.0 0.0 0.0 0.020
H 4.5391 1.0462 -5.6994 0.0 0.0 0.1 0.036
H 0.6466 1.4569 -4.4239 0.1 0.0 0.1 0.038
H -0.8118 1.5738 -3.4116 0.0 0.0 0.2 0.031
H -0.4470 0.0673 -4.2810 0.0 0.0 0.1 0.008
H 0.2512 -2.5121 -6.1746 0.0 0.0 0.1 0.100
H 1.9741 -2.9970 -6.0643 -0.1 0.0 0.0 0.104
H 1.5429 -1.4709 -6.8411 0.0 0.0 0.0 0.108
H 6.1654 1.1029 0.8807 0.0 0.0 0.0 0.114
H 5.4264 -0.5089 1.0649 0.0 0.0 -0.1 0.100
H 4.4338 0.9508 1.3068 0.0 0.0 0.0 0.093
H 0.8991 5.4799 -4.3778 0.1 0.0 0.0 0.113
H 0.5794 4.0321 -3.4057 0.0 0.0 0.0 0.085
H 1.6768 3.9524 -4.8196 0.0 0.0 0.0 0.095
O 0.9036 -2.7314 0.5425 0.2 0.1 0.3 0.147
C 1.0736 -4.0204 0.3905 0.0 -0.7 -0.1 -0.297
C 0.7904 -4.5660 -0.9392 -0.1 0.2 -0.2 -0.028
C 2.1982 -4.4012 -1.6168 0.2 0.0 -0.1 -0.117
C 3.4406 -4.8992 -0.8485 -0.1 0.2 0.1 -0.148
C 3.8772 -4.0338 0.3607 0.0 -0.2 0.0 -0.136
C 3.0987 -4.3195 1.6604 0.3 0.3 -0.1 -0.079
N 1.7350 -4.7639 1.2494 -0.2 0.2 0.1 0.144
H 0.0424 -3.9919 -1.4842 0.0 0.0 0.1 0.141
H 0.5007 -5.6168 -0.9049 0.1 0.0 0.1 0.149
H 2.3285 -3.3400 -1.8306 0.0 0.1 -0.1 0.112
H 2.1405 -4.9351 -2.5648 -0.1 0.1 0.0 0.135
H 4.2644 -4.8700 -1.5617 0.0 -0.1 0.0 0.131
H 3.3211 -5.9490 -0.5602 0.1 0.0 -0.1 0.126
H 3.7680 -2.9806 0.0873 0.0 0.0 0.0 0.094
H 4.9343 -4.2105 0.5571 0.0 0.0 0.0 0.131
H 3.0358 -3.4359 2.2941 0.0 -0.1 0.1 0.124
H 3.5386 -5.1320 2.2331 -0.1 0.0 0.0 0.141
H 1.7281 -5.7459 1.0031 0.0 0.0 -0.1 0.166
F 0.6990 -4.3868 4.9161 0.0 0.0 0.2 0.177
C -0.3098 -4.6556 4.1142 0.0 0.0 0.0 -0.138
C -1.0739 -5.7720 4.3492 0.3 0.1 0.2 -0.102
F -0.8100 -6.5032 5.3948 0.0 -0.1 0.0 0.208
C -2.1586 -6.1289 3.4918 -0.3 -0.5 0.1 0.014
C -2.3606 -5.2818 2.3605 -0.1 0.2 -0.3 -0.107
C -1.5835 -4.1756 2.1442 0.1 -0.1 0.1 -0.139
F -1.8381 -3.4142 1.0967 0.0 0.2 -0.3 0.157
C -0.5412 -3.8109 3.0150 -0.2 0.0 0.0 0.028
C 0.2370 -2.5761 2.8800 -0.3 -0.4 -0.3 -0.062
C 0.8380 -2.0619 1.7603 -0.2 0.9 0.5 -0.200
N 1.3682 -0.8082 1.7577 0.0 -0.7 -0.9 0.172
C 0.3271 -1.7901 4.0683 0.1 0.0 0.2 -0.149
N 0.3529 -1.1173 4.9994 0.0 -0.2 0.1 0.265
F -3.2931 -5.5622 1.4874 -0.1 0.0 0.1 0.194
C -2.9883 -7.2239 3.7675 0.3 0.6 -0.1 -0.018
C -4.1873 -7.4589 3.0550 -0.2 -0.1 -0.3 -0.092
N -5.1859 -7.6388 2.5088 0.1 0.0 0.1 0.324
C -2.7234 -8.1632 4.7891 0.1 -0.2 0.3 -0.090
N -2.5184 -8.9735 5.5833 -0.1 0.1 -0.1 0.331
```
Positions in Å, forces in eV/Å.

lowest unoccupied orbital energy (spin up / spin down) = -11.789 / -11.790 eV
charge = +3
HOMO (spin up / spin down) = -14.52 / -14.52 eV
2S+1 = 1
E_tot = -8182.98307 Eh